[1]
The following is a quantum chemistry calculation of 2 unconnected molecules or ions with the total composition C29H52IO9PS2 in a non-equilibrium geometry, from the OMol25 dataset.

Geometry as ORCA input:
```
! RIJCOSX wB97M-V def2-TZVPD def2/J DEFGRID3
* xyz 0 1
C 3.1079 -0.6559 2.1775
C 3.3692 -1.3479 0.9223
C 2.4450 -2.5591 0.4374
S 0.8391 -1.7042 0.0470
C -0.5359 -2.8098 0.6320
C -1.9125 -2.1304 0.1156
O -1.8467 -0.9374 -0.2992
O -3.1180 -2.8723 0.0929
C -4.1709 -2.1235 0.7619
C -4.9708 -1.0975 -0.1750
C -4.7464 -1.2941 -1.7488
O -6.3934 -1.2141 0.2183
C -7.0015 0.0882 0.2013
O -6.9306 0.8291 1.2154
C -7.7824 0.5508 -1.1333
S -6.9847 2.1435 -1.7269
O 2.2635 -3.3080 1.7005
C 2.5432 -4.6846 1.4050
O 1.9094 -5.6426 1.8783
C 3.7448 -4.5938 0.3521
P 4.5832 -6.1827 -0.2623
O 3.7549 -7.5181 0.4810
I 4.2691 -6.5503 -2.6683
C 3.0412 -3.5855 -0.6825
C 3.8689 -2.9737 -1.9085
C 3.0074 -2.8940 -3.2833
C 3.8437 -2.2859 -4.5166
C 3.6048 -0.7251 -4.7902
C 3.6185 0.2120 -3.4861
C 2.1416 0.4638 -2.8469
C 2.3106 1.6065 -1.6915
C 0.9908 2.5481 -1.6747
C 0.8112 3.0628 -0.1542
C 2.1043 3.9416 0.2453
C 3.0352 3.1388 1.2911
C 4.5049 2.8123 0.6834
O 5.5338 3.2046 1.6230
C 5.5803 2.2750 2.7406
H 3.8628 -0.7617 3.0337
H 2.1659 0.0053 2.2541
H 4.2478 -0.9359 0.3128
H -0.5800 -2.9272 1.7750
H -0.3667 -3.8365 0.1284
H -3.6799 -1.4940 1.5922
H -4.8973 -2.8758 1.2467
H -4.6720 -0.0177 0.1064
H -4.3552 -2.3171 -2.0573
H -5.7826 -1.1844 -2.2515
H -4.1152 -0.4314 -2.1741
H -8.8803 0.7339 -0.8857
H -7.6945 -0.2279 -1.9784
H -7.0390 3.0293 -0.6585
H 4.5821 -3.9624 0.8339
H 3.7321 -7.4000 1.4558
H 2.0570 -3.9941 -1.1224
H 4.2530 -1.9406 -1.5803
H 4.8223 -3.5903 -2.1244
H 1.9779 -2.4229 -3.1333
H 2.8044 -4.0002 -3.5586
H 4.9533 -2.5778 -4.4174
H 3.4738 -2.8390 -5.4627
H 2.6481 -0.4922 -5.3832
H 4.4706 -0.3500 -5.4612
H 4.3855 -0.1104 -2.7053
H 3.9562 1.2594 -3.8462
H 1.7349 -0.4531 -2.3037
H 1.4755 0.8364 -3.6951
H 2.2964 1.0515 -0.6751
H 3.2861 2.1855 -1.7969
H 0.0372 1.9690 -1.9687
H 1.1278 3.4398 -2.3726
H -0.1045 3.7673 -0.1437
H 0.6285 2.2021 0.5872
H 1.7823 4.9432 0.7157
H 2.7075 4.1510 -0.7085
H 2.5698 2.1301 1.5963
H 3.1794 3.7916 2.2142
H 4.5643 1.6954 0.4391
H 4.7055 3.3877 -0.2905
H 4.7744 2.5124 3.5306
H 5.4395 1.1884 2.3833
H 6.6260 2.3495 3.2043
C -7.2991 5.1092 4.2628
C -5.9922 4.3889 3.9696
C -6.2385 2.9597 3.5126
O -5.1825 4.3793 5.1441
H -7.8492 4.6082 5.0659
H -7.1068 6.1312 4.6008
H -7.9362 5.1484 3.3754
H -5.4389 4.9313 3.1978
H -6.7521 2.3841 4.2897
H -5.2912 2.4506 3.3166
H -6.8433 2.9342 2.6034
H -5.6633 3.9018 5.8328
*
```

The HOMO energy is -8.5 eV. As for the energy relative to the best compared isomer or geometry (same formula, charge and spin): 7.390 eV. Its frontier orbital gap is 0.2817 Ha. The LUMO energy is -0.85 eV. As for the structure (SMILES): C=C[C@]1(SCC(=O)OC[C@@H](C)OC(=O)CS)OC(=O)[C@@H](P(O)I)[C@@H]1CCCCCCCCCCCCOC.CC(C)O.

These are the Löwdin partial charges, in e, on atoms 1 to 8: number 1, C, carries 0.010; number 2, C, carries -0.142; number 3, C, carries -0.608; number 4, S, carries 0.961; number 5, C, carries -0.309; number 6, C, carries -0.404; number 7, O, carries 0.020; number 8, O, carries -0.061

***

[2]
The following is a quantum chemistry calculation of 8 unconnected molecules or ions with the total composition H16O8, from the OMol25 dataset.

Geometry as ORCA input:
```
! RIJCOSX wB97M-V def2-TZVPD def2/J DEFGRID3
* xyz 0 1
O 1.0119 -1.9050 -0.9547
H 1.5608 -1.1046 -1.0791
H 0.1850 -1.6441 -1.4132
O 2.2396 0.5865 -0.8437
H 2.1154 0.6652 0.1594
H 3.1271 0.9239 -1.0198
O -1.3940 -0.7660 -1.7161
H -2.1219 -1.0709 -2.2645
H -1.8050 -0.6415 -0.8034
O 0.1776 -1.7566 1.5581
H 0.5539 -1.9131 0.6491
H 0.2705 -2.5919 2.0570
O -2.1934 -0.5797 0.7266
H -2.0024 0.3502 0.9766
H -1.4565 -1.0885 1.1358
O 1.4551 0.7149 1.6914
H 0.6035 1.2095 1.5749
H 1.1534 -0.2119 1.8946
O -1.0634 1.9397 1.0050
H -0.8146 1.9997 0.0405
H -1.4204 2.7933 1.2426
O -0.2243 1.7584 -1.4749
H -0.7192 0.9500 -1.7708
H 0.6970 1.4368 -1.3128
*
```

The HOMO energy is -11.4 eV. As for the energy relative to the best compared isomer or geometry (same formula, charge and spin): 0.000 eV. Its frontier orbital gap is 0.4381 Ha. The LUMO energy is 0.55 eV. As for the structure (SMILES): O.O.O.O.O.O.O.O.

These are the Löwdin partial charges, in e, on atoms 1 to 8: number 1, O, carries -0.067; number 2, H, carries 0.022; number 3, H, carries 0.026; number 4, O, carries -0.094; number 5, H, carries 0.038; number 6, H, carries 0.075; number 7, O, carries -0.092; number 8, H, carries 0.071

***

[3]
The following is a quantum chemistry calculation of a molecular structure, AgBr in a non-equilibrium geometry, from the OMol25 dataset.

Geometry as ORCA input:
```
! RIJCOSX wB97M-V def2-TZVPD def2/J DEFGRID3
* xyz 1 2
Ag -0.3842 -10.0185 5.4271
Br -0.0874 -9.1730 7.4513
*
```

The HOMO energy (spin up / spin down) is -17.2 / -16.9 eV. As for the energy relative to the best compared isomer or geometry (same formula, charge and spin): 0.502 eV. Its frontier orbital gap (spin up / spin down) is 0.3987 / 0.2607 Ha. The LUMO energy (spin up / spin down) is -6.40 / -9.80 eV. The expectation value of S² is 0.75.

Here is what Löwdin gives for the atomic charges, in e: number 1, Ag, carries 0.575; number 2, Br, carries 0.425

***

[4]
The following is a quantum chemistry calculation of a single C20H28N2O5 molecule, from the OMol25 dataset.

Geometry as ORCA input:
```
! RIJCOSX wB97M-V def2-TZVPD def2/J DEFGRID3
* xyz 0 1
C 1.6057 -3.3340 -4.5643
C 1.8068 -2.8343 -3.1395
C 1.8295 -1.3085 -3.0796
C 1.9820 -0.7851 -1.6488
O 0.8158 -0.9388 -0.8664
C -0.2153 -0.0583 -1.0013
C -0.2339 1.0110 -1.8913
C -1.3307 1.8530 -1.9565
C -2.4258 1.6427 -1.1415
C -2.4098 0.5861 -0.2489
C -1.3216 -0.2646 -0.1606
C -1.3351 -1.4143 0.8316
N -1.2948 -2.6923 0.1403
C -0.2144 -3.4857 0.0077
O -0.1465 -4.4170 -0.7662
N 0.8156 -3.2168 0.8936
C 0.8386 -2.1751 1.7820
C 2.0446 -2.1539 2.6603
C -0.1874 -1.2918 1.8136
C -0.2485 -0.1540 2.7249
O 0.6223 0.2153 3.4870
O -1.4381 0.4806 2.6426
C -1.5855 1.6457 3.4364
C -0.9030 2.8589 2.8068
O -1.6918 3.3223 1.7354
C -1.0133 4.1498 0.8196
C -0.6099 5.5088 1.3893
H 2.4098 -2.9877 -5.2114
H 1.5900 -4.4203 -4.5830
H 0.6620 -2.9720 -4.9665
H 1.0060 -3.2171 -2.5064
H 2.7517 -3.2221 -2.7509
H 2.6645 -0.9313 -3.6753
H 0.9043 -0.9194 -3.5095
H 2.3043 0.2638 -1.6476
H 2.7410 -1.3730 -1.1234
H 0.6043 1.2006 -2.5429
H -1.3202 2.6761 -2.6561
H -3.2835 2.2945 -1.1941
H -3.2523 0.4239 0.4056
H -2.2834 -1.3668 1.3848
H -2.0204 -2.8418 -0.5455
H 1.6086 -3.8395 0.8419
H 1.9688 -1.3603 3.3948
H 2.9337 -1.9871 2.0530
H 2.1518 -3.1134 3.1648
H -2.6593 1.8237 3.4996
H -1.1594 1.4659 4.4291
H 0.0965 2.5695 2.4542
H -0.7919 3.6368 3.5761
H -1.7205 4.2861 -0.0017
H -0.1246 3.6278 0.4313
H 0.1609 5.4015 2.1485
H -1.4746 5.9956 1.8335
H -0.2238 6.1363 0.5907
*
```

The HOMO energy is -8.5 eV. As for the energy relative to the best compared isomer or geometry (same formula, charge and spin): 1.750 eV. Its frontier orbital gap is 0.3407 Ha. The LUMO energy is 0.74 eV. As for the structure (SMILES): CCCCOc1ccccc1[C@H]1NC(=O)NC(C)=C1C(=O)OCCOCC.

These are the Löwdin partial charges, in e, on atoms 1 to 8: number 1, C, carries -0.109; number 2, C, carries -0.259; number 3, C, carries -0.182; number 4, C, carries -0.182; number 5, O, carries -0.050; number 6, C, carries -0.190; number 7, C, carries -0.017; number 8, C, carries -0.088

***

[5]
The following is a quantum chemistry calculation of a molecular structure, C25H72BFNbO12 in a non-equilibrium geometry, from the OMol25 dataset.

Geometry as ORCA input:
```
! RIJCOSX wB97M-V def2-TZVPD def2/J DEFGRID3
* xyz -1 1
C 3.0148 -2.6014 0.7417
C 1.9063 -2.7531 0.3255
C 0.5806 -2.5407 -0.2046
C -0.3679 -1.8717 0.7913
C -0.5938 -0.3563 0.6297
Nb 1.0553 1.1522 0.2283
F -0.0404 2.2696 -0.9732
B 2.9353 2.5436 -0.2227
O 3.8738 2.9697 0.7239
O 3.1170 3.0506 -1.5025
H 3.9924 -2.4439 1.1042
H 0.1853 -3.5310 -0.4119
H 0.6262 -2.0252 -1.1515
H -0.0839 -2.0884 1.8087
H -1.3304 -2.3629 0.6495
H -1.0019 -0.0172 1.5801
H -1.3634 -0.1685 -0.1096
H 0.7412 2.3400 1.6129
H 2.1371 0.2950 1.3834
H 1.7189 0.2219 -1.2215
H 4.4435 2.2202 0.9062
H 3.0745 2.3324 -2.1354
C 2.2373 -7.9874 -0.0523
C 1.8924 -6.5108 0.0480
O 0.6769 -6.3020 0.7655
H 1.4314 -8.5325 -0.5467
H 3.1596 -8.1402 -0.6140
H 2.3668 -8.4249 0.9375
H 1.7484 -6.0803 -0.9409
H 2.7001 -5.9610 0.5406
H 0.7958 -6.6591 1.6488
C -0.3871 -1.9912 -4.6302
C -0.5550 -3.4607 -4.2849
O -0.9969 -3.6376 -2.9445
H 0.3208 -1.5192 -3.9490
H -0.0277 -1.8655 -5.6532
H -1.3371 -1.4609 -4.5310
H 0.3970 -3.9827 -4.3655
H -1.2657 -3.9375 -4.9719
H -1.8413 -3.1898 -2.8464
C -4.7684 2.2863 2.9555
C -3.5226 2.0427 2.1225
O -3.5777 0.7720 1.4940
H -4.8695 1.5097 3.7159
H -4.7348 3.2593 3.4510
H -5.6595 2.2453 2.3287
H -2.6376 2.0662 2.7569
H -3.4120 2.8122 1.3561
H -4.3556 0.7714 0.9232
C 3.8618 7.0118 -2.9082
C 2.5196 6.3838 -3.2361
O 2.6609 5.2118 -4.0270
H 4.4018 7.2691 -3.8210
H 3.7404 7.9154 -2.3074
H 4.4807 6.3102 -2.3504
H 1.8993 7.0734 -3.8091
H 1.9888 6.1298 -2.3124
H 3.1841 4.5890 -3.5090
C -4.8362 4.0128 -1.9544
C -4.8821 2.5431 -1.5849
O -5.3517 2.3506 -0.2473
H -4.1908 4.5551 -1.2643
H -4.4572 4.1491 -2.9673
H -5.8334 4.4585 -1.8946
H -3.8852 2.1082 -1.6251
H -5.5269 1.9919 -2.2779
H -6.2383 2.7144 -0.1810
C 6.2321 4.9971 -0.5326
C 7.7233 4.8626 -0.2910
O 8.4763 5.4342 -1.3644
H 5.9517 4.5090 -1.4650
H 5.6527 4.5491 0.2750
H 5.9525 6.0511 -0.6177
H 8.0060 3.8138 -0.2219
H 8.0067 5.3518 0.6502
H 8.2299 6.3616 -1.4228
C -5.3827 -3.3561 2.1303
C -6.2256 -2.2396 1.5385
O -6.1598 -1.0600 2.3351
H -5.7170 -3.5846 3.1432
H -5.4477 -4.2625 1.5255
H -4.3345 -3.0567 2.1903
H -7.2731 -2.5295 1.4941
H -5.8930 -2.0093 0.5203
H -5.2345 -0.7863 2.3675
C 7.5668 9.5133 1.2097
C 7.7546 8.5750 0.0321
O 6.8522 8.8776 -1.0295
H 6.5428 9.4544 1.5769
H 8.2476 9.2644 2.0249
H 7.7495 10.5483 0.9104
H 7.5515 7.5496 0.3334
H 8.7831 8.6250 -0.3450
H 7.0241 9.7776 -1.3176
C 3.3919 -10.6635 3.7557
C 3.0519 -11.1935 2.3740
O 3.7673 -10.5067 1.3515
H 3.1727 -9.5977 3.8169
H 2.8227 -11.1833 4.5277
H 4.4560 -10.7917 3.9671
H 1.9949 -11.0478 2.1586
H 3.2681 -12.2661 2.3136
H 4.7063 -10.6310 1.5129
C -11.6927 -2.2781 1.3999
C -10.1772 -2.2746 1.4980
O -9.5707 -1.6968 0.3462
H -12.0138 -2.8252 0.5134
H -12.1427 -2.7403 2.2798
H -12.0754 -1.2585 1.3130
H -9.7976 -3.2925 1.5672
H -9.8534 -1.7287 2.3906
H -9.8778 -0.7895 0.2752
*
```

The HOMO energy is -3.9 eV. Its frontier orbital gap is 0.2168 Ha. The LUMO energy is 2.03 eV.

These are the Löwdin partial charges, in e, on atoms 1 to 8: number 1, C, carries 0.079; number 2, C, carries -0.184; number 3, C, carries -0.259; number 4, C, carries -0.303; number 5, C, carries -0.365; number 6, Nb, carries 1.258; number 7, F, carries -0.577; number 8, B, carries -0.797

***

[6]
The following is a quantum chemistry calculation of a molecular structure, C10H20BeN2PS in a non-equilibrium geometry, from the OMol25 dataset.

Geometry as ORCA input:
```
! RIJCOSX wB97M-V def2-TZVPD def2/J DEFGRID3
* xyz -1 1
C 0.2751 0.5718 -1.8621
C 0.0779 -0.0795 -3.0351
C -0.2526 -1.4620 -3.1236
C -0.3416 -2.2904 -1.9620
C -0.1900 -1.8392 -0.7066
Be 0.0189 -0.0255 -0.0869
P 0.1342 2.2682 0.7399
H 0.6407 1.6570 -2.0481
H 0.1959 0.4291 -4.0411
H -0.3754 -1.9175 -4.1054
H -0.1893 -2.7052 0.0635
H -0.5310 -3.3855 -2.1935
H -0.9498 2.8354 1.4856
H 0.2752 3.2854 -0.2563
H 1.2134 2.6578 1.6027
C 3.4747 0.4040 3.0947
N 2.0472 0.3928 3.5757
C 1.8939 0.9632 4.9372
C 1.0061 -0.1242 2.8389
S 1.5279 -0.7518 1.2749
N -0.3169 -0.2842 3.1716
C -1.0479 0.1979 4.3635
C -1.3018 -1.0618 2.3274
H 4.1797 0.8385 3.8213
H 3.5380 0.9937 2.1773
H 3.7911 -0.6268 2.9102
H 1.2870 1.8765 4.8801
H 1.4870 0.1958 5.6042
H 2.8484 1.2812 5.3940
H -1.8878 0.8420 4.0763
H -1.4310 -0.6409 4.9601
H -0.4464 0.8224 5.0532
H -1.4674 -0.5265 1.3536
H -0.9292 -2.0716 2.1548
H -2.3016 -1.1370 2.7708
*
```

The HOMO energy is -0.6 eV. As for the energy relative to the best compared isomer or geometry (same formula, charge and spin): 1.173 eV. Its frontier orbital gap is 0.1103 Ha. The LUMO energy is 2.40 eV.

These are the Löwdin partial charges, in e, on atoms 1 to 8: number 1, C, carries -0.239; number 2, C, carries -0.350; number 3, C, carries -0.234; number 4, C, carries -0.343; number 5, C, carries -0.257; number 6, Be, carries -0.251; number 7, P, carries 0.725; number 8, H, carries -0.041